The following is a quantum chemistry calculation of a molecular structure, C21H43AuN2OP3 in a non-equilibrium geometry, from OMol25.

Values from the calculation:
- energy above the lowest of the compared OMol25 structures with the same formula, charge and spin (kcal per mole) = 17.3
- expectation value of S² = 2.0453
- frontier orbital gap (alpha / beta) (eV) = 7.3 / 2.6

```
! RIJCOSX wB97M-V def2-TZVPD def2/J DEFGRID3
* xyz 3 3
Au 0.338 -0.222 -0.449
P 0.385 -3.487 -0.830
P 2.363 0.154 0.598
P -1.955 0.137 -0.483
H 1.276 4.558 -0.029
C 0.252 4.720 0.311
C -0.126 4.458 1.571
H 0.588 4.120 2.328
C 1.291 -2.906 -2.271
C 1.235 -4.890 -0.106
C -1.293 -3.910 -1.305
C 2.335 1.790 1.360
C 2.592 -1.049 1.930
C 3.802 0.111 -0.491
C -2.320 1.810 0.094
C -2.794 -0.977 0.662
C -2.694 -0.037 -2.122
H -0.448 5.129 -0.422
H -1.161 4.613 1.894
H 1.104 -3.561 -3.135
H 2.369 -2.893 -2.054
H 0.977 -1.876 -2.505
H 0.984 -5.806 -0.659
H 0.931 -4.997 0.945
H 2.320 -4.727 -0.148
H -1.293 -4.829 -1.910
H -1.748 -3.095 -1.885
H -1.893 -4.076 -0.399
H 3.361 2.135 1.550
H 1.784 1.751 2.309
H 1.825 2.489 0.686
H 3.383 -0.715 2.615
H 2.868 -2.021 1.499
H 1.646 -1.162 2.480
H 4.702 0.421 0.059
H 3.634 0.802 -1.328
H 3.943 -0.907 -0.882
H -3.366 2.061 -0.130
H -1.648 2.519 -0.404
H -2.151 1.877 1.176
H -3.754 -0.535 0.962
H -2.159 -1.115 1.553
H -2.973 -1.951 0.188
H -3.713 0.376 -2.115
H -2.735 -1.098 -2.405
H -2.089 0.509 -2.858
C 0.337 2.345 -2.678
C 0.964 1.391 -3.560
C 0.473 1.200 -4.837
C -0.553 2.014 -5.333
C -1.058 3.063 -4.553
C -0.607 3.266 -3.263
O 0.498 2.295 -1.408
H 0.322 -2.447 0.171
H 1.753 0.770 -3.140
H 0.889 0.401 -5.453
H -0.944 1.847 -6.339
H -1.823 3.728 -4.956
H -0.996 4.058 -2.625
C -0.640 1.205 3.947
C -0.727 -0.259 4.087
N -0.694 -1.199 3.142
C -0.813 -2.420 3.783
C -0.907 -2.216 5.140
N -0.852 -0.844 5.311
H -1.505 1.676 4.436
H 0.279 1.574 4.427
H -0.628 1.465 2.883
H -0.825 -3.354 3.242
H -1.018 -2.919 5.947
H -0.897 -0.333 6.186
*
```


The following is a quantum chemistry calculation of 3 unconnected molecules or ions with the total composition C21H43BrINO6P in a non-equilibrium geometry, from OMol25.

Values from the calculation:
- frontier orbital gap (eV) = 6.3

```
! RIJCOSX wB97M-V def2-TZVPD def2/J DEFGRID3
* xyz -1 1
C 1.050 1.589 4.902
C 2.271 1.449 3.947
C 1.875 1.697 2.439
C 2.465 0.610 1.503
C 1.983 0.734 0.021
C 0.490 0.220 -0.032
C -0.446 1.125 -0.900
C -1.353 2.070 -0.062
C -2.397 1.369 0.868
P -3.556 0.039 0.126
Br -3.840 1.169 -1.903
C -5.150 0.948 0.733
N -5.701 0.496 2.037
C -3.420 -1.058 1.716
C -2.161 -2.011 1.683
C -2.311 -3.197 0.688
I -2.113 -2.955 3.693
H 1.326 1.235 5.914
H 0.746 2.650 4.908
H 0.181 0.987 4.585
H 2.716 0.439 4.002
H 3.033 2.209 4.197
H 0.764 1.666 2.425
H 2.147 2.711 2.095
H 3.569 0.708 1.532
H 2.215 -0.410 1.861
H 2.093 1.746 -0.395
H 2.585 -0.006 -0.548
H 0.419 -0.812 -0.395
H 0.122 0.289 1.011
H 0.220 1.772 -1.514
H -1.008 0.488 -1.601
H -1.777 2.882 -0.680
H -0.639 2.600 0.622
H -2.933 2.185 1.399
H -1.800 0.866 1.666
H -4.438 -0.990 -0.421
H -2.448 -0.719 -0.417
H -5.053 2.059 0.739
H -5.937 0.729 -0.022
H -6.708 0.597 2.022
H -5.346 1.041 2.812
H -4.272 -1.752 1.831
H -3.278 -0.456 2.638
H -1.209 -1.467 1.615
H -2.259 -2.812 -0.347
H -3.236 -3.758 0.881
H -1.411 -3.816 0.802
C 1.615 4.011 -6.444
C 1.701 2.911 -5.411
C 1.255 3.324 -4.035
O 2.028 2.467 -3.194
C 3.155 2.146 -3.874
O 4.098 1.605 -3.400
O 3.063 2.529 -5.176
H 0.604 4.416 -6.502
H 2.311 4.819 -6.212
H 1.892 3.630 -7.428
H 1.157 2.026 -5.755
H 0.189 3.161 -3.875
H 1.497 4.363 -3.794
C 3.443 -5.407 0.810
C 2.623 -4.733 -0.267
C 2.178 -3.339 0.084
O 0.964 -3.214 -0.658
C 0.461 -4.460 -0.822
O -0.629 -4.693 -1.221
O 1.371 -5.403 -0.458
H 4.315 -4.808 1.073
H 2.843 -5.577 1.706
H 3.785 -6.386 0.469
H 3.164 -4.750 -1.219
H 2.896 -2.579 -0.223
H 1.954 -3.210 1.147
*
```


The following is a quantum chemistry calculation of 3 unconnected molecules or ions with the total composition C21H43Cl3N4O5P in a non-equilibrium geometry, from OMol25.

Values from the calculation:
- frontier orbital gap (eV) = 8.1

```
! RIJCOSX wB97M-V def2-TZVPD def2/J DEFGRID3
* xyz -1 1
C -5.676 -1.058 -1.947
C -5.217 0.400 -1.653
N -3.989 0.342 -0.812
C -2.814 0.218 -1.691
C -1.535 -0.122 -0.926
P -1.372 -2.001 -0.566
Cl -0.608 -2.202 -2.662
C -1.277 -3.921 -0.458
Cl 0.236 -4.759 -0.929
C -2.285 -4.702 -0.044
C -3.625 -4.129 0.367
Cl -2.092 -6.475 -0.003
O -1.884 -1.861 1.058
C -0.858 -2.364 1.887
C 0.452 -1.726 1.319
C 0.567 -0.300 1.889
C 0.757 -0.226 3.433
N 1.176 -1.476 4.089
N 1.806 0.783 3.668
N -0.430 0.291 4.097
O 0.283 -1.809 -0.079
C -3.914 1.491 0.003
C -4.827 1.497 1.232
O -3.171 2.419 -0.180
H -6.725 -1.020 -2.250
H -5.086 -1.456 -2.772
H -5.520 -1.629 -1.035
H -6.003 0.877 -1.064
H -4.966 0.943 -2.569
H -2.971 -0.538 -2.464
H -2.671 1.170 -2.229
H -1.463 0.507 -0.032
H -0.691 0.162 -1.555
H -2.712 -2.123 -1.070
H -4.300 -4.950 0.627
H -4.082 -3.544 -0.428
H -3.482 -3.543 1.275
H -0.786 -3.455 2.003
H -1.147 -2.025 2.890
H 1.287 -2.378 1.593
H 1.382 0.260 1.428
H -0.383 0.189 1.662
H 0.394 -2.068 4.317
H 1.884 -1.971 3.571
H 1.920 0.860 4.670
H 2.661 0.468 3.229
H -0.366 0.114 5.091
H -1.264 -0.143 3.726
H -4.470 2.237 1.942
H -5.849 1.741 0.934
H -4.780 0.505 1.687
C 3.451 0.214 -4.171
C 2.214 0.487 -3.326
C 2.622 -0.081 -1.980
O 4.055 0.079 -1.886
C 4.572 0.442 -3.167
H 3.533 0.852 -5.051
H 3.451 -0.828 -4.502
H 2.049 1.566 -3.246
H 1.304 0.031 -3.713
H 2.391 -1.147 -1.913
H 2.142 0.428 -1.144
H 4.866 1.500 -3.133
H 5.461 -0.157 -3.381
C 4.907 4.729 0.749
C 5.231 3.647 -0.275
C 4.489 2.448 0.295
O 3.347 2.970 0.986
C 3.472 4.384 1.121
H 5.014 5.744 0.367
H 5.558 4.622 1.621
H 4.813 3.919 -1.248
H 6.298 3.465 -0.402
H 5.109 1.906 1.020
H 4.161 1.746 -0.471
H 2.760 4.859 0.437
H 3.217 4.674 2.142
*
```